<one>
Computed, not measured: a 4-piece molecular cluster, C8H18O3 overall, with ωB97M-V/def2-TZVPD.

Summary:
- 2S+1 = 1
- HOMO energy (eV) = -9.14
- net charge = 0

Geometry (Å):
C (-2.765, -1.661, -1.225)
C (-1.947, -0.384, -1.279)
C (-1.024, -0.231, -2.222)
C (-2.378, 0.737, -0.373)
C (-1.444, 1.186, 0.734)
C (-0.115, 1.173, 0.666)
C (0.809, 1.793, 1.633)
C (2.016, 2.181, 1.229)
H (-3.088, -1.972, -2.218)
H (-2.160, -2.501, -0.872)
H (-3.597, -1.572, -0.544)
H (-0.550, 0.729, -2.391)
H (-0.766, -1.044, -2.892)
H (-2.513, 1.640, -0.980)
H (-3.362, 0.569, 0.064)
H (-1.959, 1.600, 1.596)
H (0.344, 0.725, -0.204)
H (0.465, 1.899, 2.657)
H (2.253, 2.166, 0.184)
H (2.729, 2.646, 1.893)
H (1.689, -3.091, 0.377)
H (1.311, -1.696, 0.818)
O (1.721, -2.175, 0.080)
H (2.924, -0.670, -1.541)
H (2.371, 0.713, -1.942)
O (2.711, -0.116, -2.299)
H (1.828, -0.615, 2.603)
H (0.285, -0.506, 2.616)
O (1.019, -1.120, 2.752)

<two>
Computed, not measured: a 4-piece molecular cluster, C8H18O3 overall, with ωB97M-V/def2-TZVPD.

Summary:
- 2S+1 = 1
- HOMO energy (eV) = -8.85
- net charge = 0

Geometry (Å):
C (3.021, -0.647, -0.679)
C (2.296, 0.465, 0.038)
C (3.068, 1.481, 0.489)
C (0.074, 1.382, -0.746)
C (0.728, 0.460, 0.025)
C (0.032, -0.510, 0.894)
C (-2.244, 0.446, -1.138)
C (-1.349, 1.394, -0.850)
H (2.334, -1.577, -1.067)
H (3.405, -0.215, -1.623)
H (3.864, -1.086, -0.232)
H (2.735, 2.156, 1.136)
H (4.092, 1.778, -0.019)
H (0.669, 2.142, -1.106)
H (-0.864, -1.008, 0.668)
H (-0.121, -0.017, 1.857)
H (0.789, -1.368, 1.186)
H (-1.845, -0.522, -1.379)
H (-3.244, 0.689, -1.281)
H (-1.789, 2.384, -0.571)
H (-3.282, -1.143, 2.731)
H (-2.107, -1.974, 3.312)
O (-2.282, -1.251, 2.809)
H (0.892, -1.342, -2.162)
H (1.945, -0.986, -3.151)
O (1.247, -1.735, -2.928)
H (-4.472, -0.136, 0.729)
H (-3.456, 0.678, 1.440)
O (-4.135, 0.061, 1.620)

Result of the stability comparison: <one> is the most stable of them.

<one>
Computed, not measured: a 3-piece molecular cluster, C8H22BNO10S2 overall, with ωB97M-V/def2-TZVPD.

Summary:
- 2S+1 = 1
- HOMO energy (eV) = -10.16
- net charge = 0

Geometry (Å):
C (2.679, -0.217, -0.025)
O (3.073, 0.259, 1.276)
B (4.472, 0.327, 1.274)
O (5.171, -0.793, 1.590)
N (5.193, 1.550, 0.917)
C (6.135, 1.293, -0.118)
O (7.180, 0.884, 0.133)
O (5.807, 1.596, -1.404)
H (3.294, 0.250, -0.801)
H (1.646, 0.098, -0.188)
H (2.794, -1.295, -0.119)
H (4.514, -1.458, 1.835)
H (4.544, 2.284, 0.650)
H (5.180, 0.964, -1.773)
O (-0.564, 3.808, -1.436)
S (-1.016, 2.504, -1.061)
O (-0.389, 1.320, -1.565)
O (-2.586, 2.405, -1.330)
C (-3.066, 2.733, -2.646)
C (-2.820, 1.614, -3.640)
C (-1.083, 2.398, 0.693)
H (-2.622, 3.670, -2.986)
H (-4.137, 2.901, -2.540)
H (-1.755, 1.483, -3.832)
H (-3.311, 1.836, -4.589)
H (-3.200, 0.667, -3.256)
H (-1.601, 3.270, 1.082)
H (-0.059, 2.374, 1.064)
H (-1.599, 1.480, 0.970)
O (-2.052, -0.800, 2.353)
S (-1.672, -2.181, 2.403)
O (-0.349, -2.597, 2.061)
O (-2.720, -3.031, 1.556)
C (-2.965, -2.632, 0.194)
C (-1.850, -3.063, -0.739)
C (-2.082, -2.836, 3.986)
H (-3.131, -1.554, 0.142)
H (-3.896, -3.117, -0.096)
H (-0.927, -2.524, -0.526)
H (-2.126, -2.865, -1.775)
H (-1.642, -4.127, -0.623)
H (-3.104, -2.556, 4.228)
H (-1.390, -2.405, 4.706)
H (-1.969, -3.916, 3.957)

<two>
Computed, not measured: a 3-piece molecular cluster, C8H22BNO10S2 overall, with ωB97M-V/def2-TZVPD.

Summary:
- 2S+1 = 1
- HOMO energy (eV) = -10.28
- net charge = 0

Geometry (Å):
C (0.815, -1.512, -1.982)
O (0.453, -2.825, -1.539)
B (0.912, -3.846, -2.360)
O (0.163, -4.298, -3.407)
N (2.203, -4.456, -2.097)
C (3.065, -4.734, -3.172)
O (2.914, -5.618, -3.961)
O (4.173, -3.919, -3.184)
H (1.855, -1.488, -2.333)
H (0.742, -0.843, -1.129)
H (0.169, -1.172, -2.796)
H (-0.679, -3.828, -3.426)
H (2.693, -3.967, -1.358)
H (3.931, -3.006, -3.387)
O (3.251, 0.272, 2.387)
S (1.943, 0.682, 1.977)
O (1.700, 1.018, 0.606)
O (1.478, 1.891, 2.895)
C (2.387, 3.010, 3.030)
C (2.370, 3.925, 1.824)
C (0.741, -0.486, 2.492)
H (3.388, 2.629, 3.235)
H (2.039, 3.530, 3.919)
H (2.785, 3.435, 0.945)
H (2.963, 4.815, 2.036)
H (1.350, 4.229, 1.589)
H (0.892, -0.713, 3.544)
H (0.882, -1.378, 1.885)
H (-0.246, -0.065, 2.313)
O (-2.748, -0.033, 1.534)
S (-3.568, 0.141, 0.372)
O (-3.095, -0.321, -0.895)
O (-3.966, 1.670, 0.268)
C (-2.889, 2.641, 0.340)
C (-2.104, 2.743, -0.949)
C (-5.175, -0.502, 0.670)
H (-2.246, 2.390, 1.185)
H (-3.393, 3.577, 0.569)
H (-1.536, 1.835, -1.145)
H (-1.404, 3.576, -0.881)
H (-2.773, 2.912, -1.792)
H (-5.533, -0.122, 1.622)
H (-5.075, -1.585, 0.701)
H (-5.825, -0.203, -0.147)

Result of the stability comparison: <two> is the most stable of them.

<one>
Computed, not measured: a 2-piece molecular cluster, C5H13NO2 overall, with ωB97M-V/def2-TZVPD.

Summary:
- 2S+1 = 2
- HOMO energy (spin up / spin down) (eV) = -14.00 / -13.99
- net charge = +1

Geometry (Å):
C (-0.440, -2.236, -0.895)
O (-1.841, -2.391, -0.572)
C (0.308, -1.288, 0.016)
C (-0.488, -0.030, 0.467)
C (-0.787, 0.853, -0.678)
C (-1.972, 0.850, -1.351)
N (0.171, 1.800, -0.880)
H (-0.077, -3.272, -0.731)
H (-0.405, -2.011, -1.972)
H (-1.899, -2.179, 0.366)
H (1.219, -0.931, -0.520)
H (0.609, -1.765, 0.953)
H (0.073, 0.374, 1.317)
H (-1.362, -0.438, 0.992)
H (-2.771, 0.158, -1.149)
H (-2.269, 1.586, -2.080)
H (1.131, 1.499, -0.723)
H (0.138, 2.294, -1.770)
H (3.640, 1.623, 3.119)
H (3.494, 3.035, 3.435)
O (3.531, 2.468, 2.654)

<two>
Computed, not measured: a 2-piece molecular cluster, C5H13NO2 overall, with ωB97M-V/def2-TZVPD.

Summary:
- 2S+1 = 2
- HOMO energy (spin up / spin down) (eV) = -13.68 / -13.67
- net charge = +1

Geometry (Å):
C (-2.319, 1.485, 1.515)
O (-3.649, 1.407, 2.001)
C (-2.014, 0.565, 0.317)
C (-1.095, -0.645, 0.649)
C (0.056, -0.839, -0.206)
C (1.343, -1.047, 0.233)
N (2.336, -1.457, -0.559)
H (-1.550, 1.437, 2.324)
H (-2.253, 2.502, 1.216)
H (-3.772, 0.546, 2.423)
H (-2.958, 0.298, -0.214)
H (-1.453, 1.172, -0.463)
H (-1.648, -1.594, 0.847)
H (-0.660, -0.461, 1.680)
H (-0.254, -0.977, -1.239)
H (1.513, -0.960, 1.295)
H (2.132, -1.910, -1.443)
H (3.307, -1.169, -0.542)
H (4.685, 1.045, -2.897)
H (4.144, -0.398, -2.794)
O (4.471, 0.262, -3.415)

<three>
Computed, not measured: a 2-piece molecular cluster, C5H13NO2 overall, with ωB97M-V/def2-TZVPD.

Summary:
- 2S+1 = 2
- HOMO energy (spin up / spin down) (eV) = -14.13 / -14.10
- net charge = +1

Geometry (Å):
C (-0.458, 1.907, 0.041)
O (0.775, 1.414, 0.676)
C (-1.555, 0.862, 0.087)
C (-1.502, -0.170, -1.038)
C (-0.185, -0.929, -0.991)
C (0.147, -2.484, 0.773)
N (-0.266, -2.200, -0.406)
H (-0.682, 2.845, 0.532)
H (-0.161, 2.136, -0.985)
H (0.477, 0.653, 1.190)
H (-1.634, 0.405, 1.057)
H (-2.561, 1.329, 0.098)
H (-2.286, -0.955, -1.051)
H (-1.660, 0.309, -2.012)
H (0.094, -1.105, -2.104)
H (0.600, -0.263, -0.576)
H (0.038, -3.543, 1.044)
H (0.573, -1.860, 1.553)
H (2.969, 0.996, 1.249)
H (3.676, -0.130, 0.297)
O (3.602, 0.783, 0.564)

Result of the stability comparison: <one> is the most stable of them.

<one>
Computed, not measured: an isolated ion of composition C4H8N2O2 and charge -1, with ωB97M-V/def2-TZVPD.

Summary:
- 2S+1 = 2
- HOMO energy (spin up / spin down) (eV) = -3.42 / -3.18
- net charge = -1

Geometry (Å):
N (2.287, -0.957, 0.415)
C (1.127, -0.778, -0.471)
C (0.604, 0.753, -0.211)
N (-0.403, 1.177, -1.200)
C (-1.491, 1.152, -0.470)
C (-2.033, -0.111, 0.176)
O (-1.539, -0.647, 1.337)
O (1.574, 1.605, 0.020)
H (2.280, -1.705, 1.072)
H (2.484, -0.036, 0.790)
H (0.221, -1.325, -0.205)
H (1.570, -0.992, -1.441)
H (0.270, 0.524, 0.854)
H (-1.909, 2.161, -0.345)
H (-3.128, 0.061, 0.308)
H (-1.914, -0.881, -0.629)

<two>
Computed, not measured: a 2-piece molecular cluster, C4H8N2O2 overall, with ωB97M-V/def2-TZVPD.

Summary:
- 2S+1 = 2
- HOMO energy (spin up / spin down) (eV) = -1.21 / -4.44
- net charge = -1

Geometry (Å):
C (-1.980, 1.617, 0.228)
C (-2.577, 1.596, -0.985)
C (-0.728, 0.398, 1.824)
N (-0.913, 0.794, 0.556)
H (-2.256, 2.273, 1.054)
H (-2.168, 1.031, -1.815)
H (-3.489, 2.163, -1.093)
H (0.077, -0.288, 2.054)
H (-1.369, 0.755, 2.626)
H (-0.054, 0.470, -0.280)
N (2.745, -1.535, -0.552)
C (1.435, -1.089, -0.283)
O (0.600, -1.906, 0.097)
O (1.187, 0.097, -0.768)
H (2.804, -2.538, -0.463)
H (3.099, -1.205, -1.437)

Result of the stability comparison: <two> is the most stable of them.

<one>
Computed, not measured: a 2-piece molecular cluster, C2H5N2S3 overall, with ωB97M-V/def2-TZVPD.

Summary:
- 2S+1 = 1
- HOMO energy (eV) = -12.38
- net charge = +1

Geometry (Å):
C (-1.409, -0.288, 1.705)
C (-1.527, 1.238, 0.139)
N (-1.058, 0.921, 1.306)
N (-2.003, -0.946, 0.677)
S (-2.328, 0.022, -0.696)
S (3.163, 0.869, -0.778)
S (1.485, -0.057, 0.116)
H (-1.198, -0.717, 2.642)
H (-1.350, 2.353, -0.137)
H (-2.260, -1.946, 0.648)
H (4.094, -0.100, -0.767)
H (1.384, 0.695, 1.217)

<two>
Computed, not measured: an isolated ion of composition C2H5N2S3 and charge +1, with ωB97M-V/def2-TZVPD.

Summary:
- 2S+1 = 1
- HOMO energy (spin up / spin down) (eV) = -12.84 / -12.72
- net charge = +1

Geometry (Å):
C (-0.130, -0.955, -0.322)
C (0.116, -0.147, 0.793)
N (0.233, 1.111, -1.540)
N (-0.645, 0.765, 1.373)
S (0.583, -2.566, -0.579)
S (-0.832, -0.290, -1.732)
S (1.340, 1.626, -0.553)
H (1.012, -0.441, 1.322)
H (-0.025, 1.652, -2.294)
H (0.167, -3.198, 0.408)
H (-1.605, 0.881, 1.110)
H (-0.213, 1.561, 2.013)

Result of the stability comparison: <one> is the most stable of them.

<one>
Computed, not measured: a single CN2O3S molecule, with ωB97M-V/def2-TZVPD.

Summary:
- 2S+1 = 1
- HOMO energy (spin up / spin down) (eV) = -11.14 / -9.55
- net charge = 0

Geometry (Å):
C (-2.091, -0.075, 0.109)
N (-2.586, -0.087, 1.132)
N (-0.050, -0.601, -0.589)
O (-1.296, -0.090, -0.896)
O (0.644, 0.451, -0.052)
O (3.218, -0.275, 0.034)
S (2.161, 0.678, 0.263)

<two>
Computed, not measured: a 2-piece molecular cluster, CN2O3S overall, with ωB97M-V/def2-TZVPD.

Summary:
- 2S+1 = 1
- HOMO energy (spin up / spin down) (eV) = -10.33 / -8.06
- net charge = 0

Geometry (Å):
C (-0.739, 0.781, -0.803)
N (-0.061, 0.033, -0.266)
N (1.106, -1.518, 1.001)
O (0.604, -2.511, 1.089)
O (1.699, -0.688, 1.506)
O (-1.354, 3.267, -1.249)
S (-1.730, 1.913, -1.656)

Result of the stability comparison: <two> is the most stable of them.

<one>
Computed, not measured: CHClINO as an isolated structure, with ωB97M-V/def2-TZVPD.

Summary:
- 2S+1 = 1
- HOMO energy (spin up / spin down) (eV) = -10.13 / -9.98
- net charge = 0

Geometry (Å):
C (-0.015, -0.645, 0.604)
N (-0.285, 0.610, -0.036)
O (0.664, -0.683, 1.640)
Cl (0.667, 1.879, 0.242)
I (-0.410, 0.265, -2.808)
H (-0.621, -1.427, 0.358)

<two>
Computed, not measured: a 2-piece molecular cluster, CHClINO overall, with ωB97M-V/def2-TZVPD.

Summary:
- 2S+1 = 1
- HOMO energy (eV) = -9.89
- net charge = 0

Geometry (Å):
C (0.878, -1.431, 0.689)
N (0.592, -1.842, -0.369)
O (0.596, -2.405, -1.411)
Cl (0.560, -0.510, 2.002)
I (-0.985, 3.806, -0.425)
H (-1.640, 2.381, -0.487)

Result of the stability comparison: <one> is the most stable of them.

<one>
Computed, not measured: an isolated ion of composition C4H8NS and charge +1, with ωB97M-V/def2-TZVPD.

Summary:
- 2S+1 = 1
- HOMO energy (eV) = -13.70
- net charge = +1

Geometry (Å):
C (-0.066, -0.855, -1.026)
C (1.252, -0.180, 1.094)
C (-1.350, 0.272, 0.782)
C (0.806, 0.068, -0.358)
N (-0.616, 0.350, -0.520)
S (-0.300, -0.715, 1.916)
H (-0.186, -0.871, -2.167)
H (-0.360, -1.684, -0.539)
H (1.876, -1.024, 1.210)
H (1.738, 0.647, 1.477)
H (-1.286, 1.403, 1.064)
H (-2.259, -0.267, 0.699)
H (1.619, 0.718, -0.879)
H (-1.012, 1.193, -1.135)

<two>
Computed, not measured: C4H8NS as an isolated structure, with ωB97M-V/def2-TZVPD.

Summary:
- 2S+1 = 1
- HOMO energy (spin up / spin down) (eV) = -13.93 / -13.93
- net charge = +1

Geometry (Å):
C (1.312, -1.686, 0.254)
C (0.787, 0.677, 0.728)
C (-0.526, 1.395, 0.498)
C (-2.457, 0.021, -1.306)
N (0.508, -0.748, 0.299)
S (-1.655, -0.104, 0.163)
H (1.115, -2.783, 0.335)
H (2.349, -1.513, 0.063)
H (1.588, 1.294, 0.320)
H (1.002, 0.602, 1.780)
H (-0.787, 1.930, 1.372)
H (-0.680, 2.141, -0.355)
H (-2.159, 0.682, -2.137)
H (-3.111, -0.781, -1.573)

Result of the stability comparison: <one> is the most stable of them.